Formula: CClF5N2
Source: the OMol25 dataset
Level of theory: ωB97M-V/def2-TZVPD

Geometry (Å):
F1 -1.244 -1.377 0.902
F2 1.003 1.222 1.631
F3 -0.724 -0.335 -2.270
N1 -0.683 -1.047 -0.280
N2 1.332 0.440 0.626
F4 1.696 -0.882 0.916
Cl1 -2.573 0.728 -0.980
C1 -1.235 -0.283 -1.089
F5 2.428 1.534 0.544

## Properties
highest occupied orbital energy = -11.3 eV
molar mass = 170.47 g mol⁻¹
structure (SMILES) = F/N=C(/F)Cl.FN(F)F
E = -30116.719 eV